# 1
ORCA calculation (ωB97M-V with the def2-TZVPD basis set) on 6 unconnected molecules or ions with the total composition C16H49NO25P6S.

Its SMILES is O=C(NP(=O)(O)O)OS.COP(=O)(OC)OC.COP(=O)(OC)OC.COP(=O)(OC)OC.COP(=O)(OC)OC.COP(=O)(OC)OC. Its charge is 0. As for the spin multiplicity: 1. For the relative energy (zero: lowest compared OMol25 entry of this formula, charge and spin), the calculation gives 0.00 kcal/mol. The calculation puts the LUMO energy at 0.23 eV.

The geometry in XYZ format:
```
98
Properties=species:S:1:pos:R:3:lowdin_charge:R:1
O 6.1624 5.1054 1.4272 0.159
C 6.0891 5.4735 0.3088 -0.702
N 6.7430 6.6127 -0.2031 0.024
P 7.9020 6.3190 -1.4056 0.378
O 8.6561 5.0805 -1.2445 -0.241
O 8.7575 7.6672 -1.3195 -0.106
O 7.0877 6.4114 -2.7817 -0.103
O 5.2622 4.9302 -0.6295 -0.446
S 5.6580 3.3813 -1.2187 0.885
H 7.1172 7.1523 0.5749 0.133
H 8.9696 7.9847 -2.2127 0.096
H 6.1888 6.7603 -2.6568 0.061
H 6.4876 2.9428 -0.2551 -0.094
C 0.4590 0.2059 -4.6476 -0.094
O 0.4140 0.7339 -3.3179 -0.216
P 1.5590 0.3280 -2.2848 0.334
O 2.9047 0.3188 -2.8627 -0.224
O 1.0782 -1.0059 -1.5921 -0.210
C 1.1913 -2.2609 -2.2774 -0.082
O 1.2950 1.3318 -1.1028 -0.223
C 2.1324 2.4971 -0.9880 -0.092
H -0.1947 0.8227 -5.2589 0.086
H 1.4739 0.2457 -5.0426 0.087
H 0.0939 -0.8215 -4.6642 0.082
H 1.9126 -2.2055 -3.0935 0.086
H 0.2120 -2.5464 -2.6596 0.088
H 1.5132 -3.0101 -1.5599 0.082
H 1.5254 3.2885 -0.5536 0.091
H 2.5066 2.8170 -1.9587 0.074
H 2.9714 2.2781 -0.3333 0.065
C 0.5281 -0.0031 3.1845 -0.082
O -0.6949 0.5465 3.6931 -0.203
P -2.0735 0.1211 3.0255 0.336
O -2.1622 -1.3119 2.7162 -0.235
O -2.3114 1.1067 1.8160 -0.198
C -1.5616 0.9244 0.6073 -0.084
O -3.1230 0.7045 4.0397 -0.198
C -3.7342 -0.1658 4.9989 -0.086
H 1.2884 0.1569 3.9441 0.089
H 0.4199 -1.0704 2.9936 0.082
H 0.8265 0.5075 2.2683 0.080
H -1.1336 -0.0765 0.5438 0.082
H -0.7648 1.6644 0.5659 0.078
H -2.2337 1.0766 -0.2335 0.094
H -3.9475 0.4307 5.8820 0.090
H -3.0728 -0.9887 5.2655 0.075
H -4.6627 -0.5596 4.5892 0.093
C -1.1621 -4.8638 2.5580 -0.083
O -1.4272 -5.9675 1.6773 -0.206
P -1.3765 -5.7389 0.1077 0.334
O -0.2482 -4.9229 -0.3520 -0.230
O -2.8139 -5.2165 -0.3041 -0.219
C -3.1585 -3.8443 -0.0479 -0.079
O -1.4548 -7.2088 -0.4436 -0.202
C -0.2501 -7.8548 -0.8815 -0.082
H -0.9421 -5.2873 3.5346 0.088
H -0.3064 -4.2888 2.2062 0.085
H -2.0327 -4.2124 2.6368 0.070
H -2.2699 -3.2283 0.0906 0.081
H -3.7865 -3.7901 0.8412 0.085
H -3.7158 -3.4813 -0.9080 0.090
H -0.3719 -8.9174 -0.6900 0.088
H 0.6197 -7.4828 -0.3436 0.086
H -0.1168 -7.6862 -1.9483 0.090
C 0.5380 5.4026 -3.8589 -0.084
O 1.8857 5.7309 -3.5035 -0.212
P 2.4590 7.1760 -3.8425 0.338
O 1.5171 8.2680 -3.5894 -0.222
O 3.0482 7.0991 -5.3083 -0.202
C 2.1628 7.1861 -6.4309 -0.089
O 3.8025 7.1767 -3.0239 -0.212
C 3.8620 7.8557 -1.7590 -0.071
H 0.2609 4.5246 -3.2810 0.083
H -0.1343 6.2260 -3.6195 0.088
H 0.4703 5.1625 -4.9206 0.083
H 1.2160 7.6507 -6.1545 0.086
H 1.9892 6.1876 -6.8313 0.088
H 2.6495 7.7969 -7.1866 0.090
H 4.5568 7.2930 -1.1462 0.048
H 2.8912 7.8952 -1.2688 0.096
H 4.2382 8.8672 -1.9036 0.100
C -5.4230 -6.6545 1.7158 -0.083
O -5.5424 -5.6228 2.7031 -0.210
P -5.7038 -6.0507 4.2273 0.334
O -4.8704 -7.1904 4.6179 -0.226
O -7.2568 -6.2179 4.4849 -0.204
C -7.9143 -7.4182 4.0656 -0.093
O -5.4560 -4.6937 4.9797 -0.197
C -4.1674 -4.4710 5.5715 -0.071
H -5.0201 -6.2037 0.8128 0.075
H -4.7395 -7.4300 2.0604 0.091
H -6.3973 -7.0921 1.4926 0.083
H -7.2037 -8.2340 3.9314 0.086
H -8.4503 -7.2306 3.1354 0.087
H -8.6250 -7.6917 4.8412 0.089
H -3.9791 -3.4030 5.5289 0.074
H -3.3839 -5.0010 5.0328 0.076
H -4.1827 -4.8034 6.6077 0.094
```

***

# 2
ORCA calculation (ωB97M-V with the def2-TZVPD basis set) on 7 unconnected molecules or ions with the total composition C16H50N3O10.

Its charge is +1. As for the spin multiplicity: 1. For the relative energy (zero: lowest compared OMol25 entry of this formula, charge and spin), the calculation gives 0.00 kcal/mol. The calculation puts the LUMO energy at -2.22 eV.

The geometry in XYZ format:
```
79
Properties=species:S:1:pos:R:3:lowdin_charge:R:1
N -7.9698 28.2748 15.9831 0.295
H -7.3282 28.3866 15.1761 0.101
H -8.4559 27.3762 15.9430 0.072
H -8.6291 29.0778 15.9551 0.103
H -7.4256 28.4576 16.8400 0.088
C -7.7144 22.7941 13.3812 -0.071
C -6.5775 23.7755 13.1915 -0.409
C -6.7608 24.5510 11.8942 -0.220
O -5.6626 25.4264 11.6992 -0.203
C -5.8119 26.1807 10.5106 -0.104
N -6.5452 24.6426 14.3980 0.056
H -8.7163 23.2223 13.3089 0.071
H -7.6365 22.3017 14.3498 0.078
H -7.6464 22.0050 12.6240 0.083
H -5.6081 23.2769 13.1300 0.144
H -7.6949 25.1406 11.9109 0.119
H -6.8640 23.8754 11.0295 0.132
H -5.8429 25.5289 9.6394 0.092
H -4.9542 26.8518 10.4642 0.089
H -6.6907 26.8342 10.5971 0.088
H -7.4288 25.1572 14.4694 0.028
H -5.8224 25.3488 14.2968 0.048
C -10.3434 29.5035 21.3885 -0.046
C -10.4031 28.2596 20.5236 -0.401
C -10.6369 28.5701 19.0802 -0.223
O -11.9129 29.1471 18.9805 -0.157
C -12.2723 29.4364 17.6717 -0.112
N -9.0990 27.5319 20.6862 0.030
H -9.9673 29.2825 22.3856 0.081
H -11.3613 29.8794 21.5070 0.087
H -9.7387 30.2860 20.9299 0.081
H -11.1190 27.5555 20.9611 0.145
H -10.5465 27.7192 18.3862 0.116
H -9.8282 29.2613 18.7661 0.127
H -12.3112 28.4980 17.0857 0.089
H -11.6020 30.1118 17.1311 0.068
H -13.2845 29.8319 17.6647 0.097
H -8.9746 27.2673 21.6576 0.089
H -9.1172 26.6382 20.1953 0.076
C -4.2181 29.6262 14.1737 -0.244
C -4.5894 28.2026 14.5116 -0.210
O -5.9176 27.8375 14.1208 -0.099
O -4.3362 29.8237 12.7770 -0.051
H -3.2135 29.8754 14.5187 0.128
H -4.8971 30.3067 14.7055 0.109
H -4.4984 27.9671 15.5745 0.122
H -3.8717 27.5611 13.9788 0.131
H -5.9068 27.5616 13.1974 0.083
H -3.4757 29.9936 12.3894 0.090
C -5.8838 28.7497 19.1596 -0.255
C -6.1925 30.1758 18.7889 -0.227
O -6.0722 30.2925 17.3707 -0.083
O -6.9163 27.8629 18.7869 -0.104
H -5.6023 28.7182 20.2266 0.129
H -4.9215 28.4217 18.7489 0.126
H -5.5325 30.8649 19.3183 0.126
H -7.2309 30.3989 19.0567 0.114
H -5.9976 31.2303 17.1621 0.092
H -7.5830 27.9308 19.5149 0.046
C -10.1856 25.6971 15.0937 -0.221
C -9.6698 25.0967 16.3762 -0.214
O -8.9021 25.9773 17.2092 -0.089
O -9.1203 26.1480 14.2636 -0.093
H -10.8555 26.5422 15.3036 0.119
H -10.7587 24.8967 14.6189 0.130
H -9.0427 24.2416 16.0897 0.122
H -10.5306 24.7047 16.9270 0.131
H -8.6085 25.4646 17.9671 0.098
H -9.4904 26.6174 13.5084 0.108
C -9.8033 32.1145 13.6746 -0.258
C -10.0757 31.4261 15.0010 -0.199
O -9.9605 29.9784 14.9094 -0.115
O -8.4805 32.5630 13.5368 -0.043
H -10.5651 32.8858 13.4941 0.125
H -10.0216 31.4323 12.8449 0.126
H -11.1193 31.6474 15.2577 0.114
H -9.4325 31.7650 15.8061 0.123
H -10.7217 29.7135 14.3826 0.094
H -8.4169 33.4399 13.9295 0.094
```

***

# 3
ORCA calculation (ωB97M-V with the def2-TZVPD basis set) on 10 unconnected molecules or ions with the total composition C16H52N12O10.

Its SMILES is NC(N)=O.NC(N)=O.NC(N)=O.NC(N)=O.NC(N)=O.NC(N)=O.CC(C)O.CC(C)O.CC(C)O.CO. Its charge is 0. As for the spin multiplicity: 1. For the relative energy (zero: lowest compared OMol25 entry of this formula, charge and spin), the calculation gives 269.72 kcal/mol. The calculation puts the LUMO energy at 0.25 eV.

The geometry in XYZ format:
```
90
Properties=species:S:1:pos:R:3:lowdin_charge:R:1
N 2.1132 -0.4847 -3.0565 0.193
C 2.9602 -1.1627 -2.3275 -0.684
N 2.7262 -1.1177 -1.0795 0.095
O 4.0122 -1.8407 -2.8515 -0.100
H 2.2142 -0.5817 -4.1155 0.167
H 1.2522 -0.0687 -2.6725 0.079
H 3.2582 -1.6807 -0.3565 0.183
H 1.7482 -1.0007 -0.7105 0.057
N -1.2148 4.2773 -0.8165 0.173
C -0.7828 4.2973 -2.0385 -0.641
N -0.8698 5.3993 -2.7175 0.167
O -0.3628 3.1773 -2.6745 -0.092
H -1.3518 3.3723 -0.3185 0.057
H -1.5828 5.0643 -0.3115 0.114
H -0.4508 5.3883 -3.6185 0.112
H -1.0768 6.2803 -2.2805 0.111
N -1.9048 1.8813 0.1175 0.134
C -1.7648 1.4063 1.3135 -0.560
N -2.9188 1.5353 1.9245 0.119
O -0.5498 1.0473 1.9385 -0.123
H -1.2748 1.4953 -0.5835 0.052
H -2.8368 2.1403 -0.3305 0.173
H -2.8058 1.6533 2.9955 0.152
H -3.4188 0.6163 1.8965 0.067
N 0.3582 -0.7707 -0.0085 0.131
C -0.4258 -0.7677 -1.0275 -0.524
N -0.2648 0.4333 -1.6085 0.090
O -1.2088 -1.8587 -1.5135 -0.110
H 0.4712 -1.6247 0.5065 0.067
H 0.5192 0.1343 0.5235 0.111
H -0.7408 0.6893 -2.4535 0.073
H 0.3672 1.1513 -1.1705 0.051
N 3.3942 1.3353 -0.3985 0.145
C 2.5362 2.3053 -0.2955 -0.592
N 3.1462 3.3943 -0.1375 0.196
O 1.1632 2.2053 -0.2795 -0.096
H 3.1322 0.3693 -0.7605 0.064
H 4.4352 1.5743 -0.3955 0.174
H 2.4402 4.1573 -0.0855 0.160
H 4.1212 3.5253 -0.0425 0.121
N 0.5722 -2.2637 4.0795 0.162
C 1.0162 -2.9007 3.0125 -0.662
N 1.9642 -3.6837 3.2995 0.160
O 0.4682 -2.9257 1.7725 -0.097
H -0.0178 -1.4387 4.1205 0.116
H 1.1482 -2.3337 4.9355 0.127
H 2.0602 -4.4787 2.5855 0.181
H 2.4282 -3.7517 4.2125 0.133
C -2.1018 -0.7387 -4.4285 -0.025
C -2.7268 0.6053 -4.1045 -0.650
C -3.3818 0.5373 -2.6885 -0.023
O -1.9928 1.5773 -4.2075 0.028
H -1.8768 -0.8757 -5.5025 0.084
H -2.8688 -1.5297 -4.2665 0.098
H -1.2208 -0.8677 -3.8265 0.046
H -3.4818 0.8313 -4.8455 0.132
H -4.0848 -0.2567 -2.5495 0.074
H -3.8698 1.5063 -2.5445 0.082
H -2.6778 0.4653 -1.8745 0.020
H -2.4098 2.3473 -3.8725 0.093
C 2.3732 -0.0697 2.8345 -0.036
C 3.3292 1.0883 2.8975 -0.616
C 3.9662 1.2763 4.2785 -0.026
O 4.3062 0.8883 2.1375 -0.027
H 2.7352 -0.9287 3.4255 0.082
H 2.2672 -0.4467 1.8365 0.053
H 1.3392 0.1613 3.0925 0.060
H 2.8282 1.9983 2.5045 0.144
H 4.4192 0.4383 4.6675 0.049
H 3.2202 1.4193 5.0305 0.069
H 4.6262 2.1163 4.4135 0.078
H 3.9822 0.8393 1.1935 0.065
C -3.8928 -1.1347 0.3355 -0.024
C -3.8458 -1.6827 1.7595 -0.604
C -2.5188 -2.3567 2.1075 -0.015
O -4.0348 -0.7917 2.6165 -0.025
H -3.7858 -1.9867 -0.3415 0.095
H -3.0738 -0.5027 0.0065 0.040
H -4.8368 -0.6497 0.1715 0.084
H -4.6568 -2.3287 1.9665 0.129
H -2.7018 -2.6527 3.0955 0.065
H -1.7618 -1.6257 1.9965 0.050
H -2.2378 -3.1997 1.4435 0.107
H -3.6318 -1.0217 3.4605 0.130
C 0.7332 -4.5317 -1.4915 -0.162
O 1.9842 -4.1377 -0.9845 -0.112
H 0.6292 -5.5877 -1.4285 0.062
H 0.6532 -4.2647 -2.5165 0.075
H -0.0988 -4.2817 -0.8615 0.055
H 2.1732 -3.2137 -1.1345 0.015
```

***

Q: Which formula does entry 3 have?
A: C16H52N12O10

***

Q: Which of these has the highest relative energy (zero: lowest compared OMol25 entry of this formula, charge and spin)?
A: C16H52N12O10